(1)
This record from the Open Molecules 2025 dataset describes a molecular structure, C31H35ClCoN2Si2 in a non-equilibrium geometry. The level of theory is ωB97M-V/def2-TZVPD.

The geometry in XYZ format:
```
72
Properties=species:S:1:pos:R:3:forces:R:3
C -2.085331 -1.008041 5.323180 -0.8 -0.1 0.7
C -2.666002 -0.367048 4.185692 -1.6 -0.2 -0.1
C -2.303720 -1.124504 3.020573 -1.4 -0.4 -0.6
H -3.308207 0.512593 4.190908 0.2 -0.2 0.1
C -1.508369 -2.239833 3.451872 -0.7 -1.4 -0.2
C -1.388501 -2.169681 4.870962 -0.9 -1.1 0.4
H -0.890994 -2.897602 5.513227 0.0 0.3 -0.2
H -2.184813 -0.675929 6.357885 0.0 -0.2 -0.4
H -2.627275 -0.945398 1.998100 0.0 0.0 0.2
H -1.120600 -3.029872 2.810960 -0.1 0.2 0.2
Co -0.735379 -0.525880 3.945330 2.2 1.1 0.1
Si -0.983927 -0.489364 -2.361489 1.6 0.0 -1.5
C -0.231141 1.107693 -3.183291 -0.5 0.2 -0.1
C 1.049022 1.260055 -3.753799 0.2 0.3 0.2
H 1.794180 0.464713 -3.695147 -0.2 0.0 0.1
C 1.433223 2.449505 -4.399521 0.1 -0.3 0.2
H 2.443787 2.563693 -4.777290 0.0 -0.2 0.0
C 0.559636 3.519237 -4.541523 -0.5 -0.4 0.4
H 0.866748 4.469848 -4.983417 -0.1 -0.4 0.1
C -0.740521 3.335706 -4.074509 -0.1 0.3 0.0
H -1.446821 4.158158 -4.160332 0.0 -0.2 -0.1
C -1.134243 2.151738 -3.446914 0.2 0.1 0.2
H -2.168643 2.043060 -3.121938 0.2 0.2 0.0
C -0.069061 -1.730644 -3.430024 -0.5 0.7 -0.1
C -0.615767 -1.785492 -4.715642 0.3 -0.7 -0.1
H -1.468079 -1.132704 -4.958782 0.3 -0.5 -0.1
C -0.053847 -2.649534 -5.654776 -0.3 0.4 0.1
H -0.493472 -2.690901 -6.636837 0.0 -0.1 -0.3
C 1.050328 -3.426440 -5.326163 0.0 0.0 -0.1
H 1.468601 -4.108682 -6.058149 -0.1 0.0 0.1
C 1.648353 -3.286220 -4.084587 0.0 0.5 0.4
H 2.526030 -3.854297 -3.819777 0.2 -0.1 -0.1
C 1.133215 -2.384074 -3.147977 -0.2 -0.3 -0.1
H 1.665032 -2.185475 -2.209701 -0.4 -0.4 -0.5
H -2.432654 -0.378485 -2.656915 0.0 -0.2 0.1
Si 1.996381 0.574946 -0.152439 -3.6 -0.8 2.0
C 0.787684 -0.942344 -0.187919 1.1 -0.4 -0.6
C -0.701678 -1.036585 -0.583935 0.7 0.5 0.7
H -1.352213 -0.287851 -0.112953 0.3 0.0 0.3
C -1.333375 -2.347137 -0.264811 0.4 -0.1 0.2
H -2.416847 -2.355160 -0.248672 0.0 -0.2 -0.3
C -0.608786 -3.423664 0.156209 -0.9 -0.2 -0.5
H -1.111124 -4.387551 0.317205 0.2 0.5 0.1
C 0.774399 -3.329183 0.374960 0.3 0.0 0.1
H 1.323558 -4.199482 0.705269 0.0 0.0 0.0
C 1.427123 -2.100459 0.239631 0.1 -0.2 -0.1
H 2.512081 -2.112001 0.467764 -0.7 0.3 -0.1
C 0.726740 1.936884 -0.110266 0.2 0.9 -1.1
C -0.399189 1.684542 0.686284 -0.2 -0.6 -0.6
H -0.515687 0.672413 1.111915 0.2 0.9 0.2
C -1.454094 2.583418 0.778203 0.5 -0.4 0.1
H -2.331567 2.276735 1.352077 0.1 0.4 -0.2
C -1.310903 3.826021 0.176241 0.2 0.2 0.0
H -2.085567 4.564777 0.341595 0.1 0.1 -0.2
C -0.185265 4.112308 -0.605945 -0.1 -0.1 0.0
H -0.069043 5.106333 -1.039014 -0.1 -0.3 -0.1
C 0.794162 3.133132 -0.831347 -0.2 0.4 0.3
H 1.582558 3.304787 -1.587751 -0.4 0.0 0.7
H 3.397734 0.760739 -0.302598 0.9 -0.1 -1.4
Cl 2.233011 0.513406 1.943929 1.2 0.1 -0.5
N 1.177356 -0.864784 4.245678 2.2 0.4 0.5
C 1.829318 0.378208 4.824970 0.0 -1.4 0.0
C 1.125127 1.648106 4.357103 -0.6 0.6 -0.8
N -0.188885 1.327790 3.684445 1.2 2.3 0.3
H 1.434527 -0.936747 3.258780 0.1 -0.1 0.4
H 1.540905 -1.724062 4.674438 -0.3 0.6 0.1
H 1.763678 0.296170 5.914465 0.0 -0.1 -0.2
H 2.880979 0.384923 4.530075 0.0 0.3 0.2
H 0.956802 2.334618 5.179731 -0.2 -0.1 0.3
H 1.759033 2.205136 3.654438 -0.1 -0.2 0.3
H -0.882946 2.044176 3.900671 0.2 -0.3 0.2
H -0.056789 1.427536 2.681376 0.2 0.0 0.3
```
Forces are in eV/Å.

Properties
* energy: -101596.1180 eV
* E_LUMO (alpha / beta): 0.027 / -0.786 eV
* HOMO-LUMO gap (alpha / beta): 4.6137 / 5.3573 eV
* highest occupied orbital energy (alpha / beta): -4.6 / -6.1 eV
* spin multiplicity: 4
* relative energy (zero: lowest compared OMol25 entry of this formula, charge and spin): 317.6 kJ/mol
* <S²>: 3.8182

***

(2)
This record from the Open Molecules 2025 dataset describes a molecular structure, C31H35N3O3PW in a non-equilibrium geometry. The level of theory is ωB97M-V/def2-TZVPD.

The geometry in XYZ format:
```
74
Properties=species:S:1:pos:R:3:forces:R:3
W 0.120553 -0.083317 1.322144 0.0 0.2 -1.0
C -0.147683 -2.681772 3.015258 0.1 0.3 1.1
C -0.398623 -1.452049 3.894976 0.0 0.0 -0.4
N 0.529162 -0.369483 3.434355 -0.1 -0.2 0.4
C 1.952637 -0.543395 3.809424 0.9 -0.1 -0.4
C 2.818318 -0.129617 2.626166 -0.2 0.1 0.3
N 2.233185 -0.736758 1.388526 0.5 0.8 -0.2
C 2.424829 -2.210848 1.331149 0.4 -0.8 0.2
C 1.134621 -2.972096 0.958133 0.8 0.8 0.5
N -0.027785 -2.300259 1.581627 -0.8 0.3 -0.1
H 0.804499 -3.100994 3.314715 0.1 -0.4 0.0
H -0.925159 -3.431815 3.189588 0.2 0.1 -0.2
H -1.391253 -1.067745 3.684004 -0.3 0.0 0.3
H -0.292966 -1.636645 4.974686 0.0 -0.1 -0.4
H 0.245095 0.501043 3.883862 -0.3 0.0 -0.2
H 2.213863 0.093593 4.640915 -0.1 0.1 0.4
H 2.161582 -1.567664 4.098472 -0.2 -0.1 0.1
H 2.751537 0.959494 2.516295 0.2 -0.1 -0.1
H 3.868116 -0.416091 2.771075 -0.2 0.1 -0.1
H 2.783655 -0.333352 0.611852 -0.5 -0.3 0.2
H 3.192518 -2.384831 0.565970 -0.2 -0.3 0.3
H 2.830311 -2.561464 2.304031 -0.2 0.2 -0.6
H 1.013056 -2.955603 -0.105655 -0.3 -0.2 -0.5
H 1.198321 -3.987498 1.317425 0.0 -0.4 -0.1
H -0.882087 -2.612753 1.094217 0.4 0.1 0.1
O -4.142269 1.726588 0.321494 0.6 0.2 0.4
C -3.624430 2.863102 0.812772 0.0 -0.1 0.5
C -4.450589 4.019831 0.798121 0.7 -1.1 -0.2
C -3.972383 5.189221 1.316896 0.9 0.3 0.2
C -2.640554 5.304618 1.848175 -0.8 -0.3 0.2
C -1.848703 4.209648 1.925648 0.3 0.2 -0.2
C -2.294096 2.946879 1.408045 -1.1 0.0 -0.5
C -1.489977 1.824189 1.459110 0.6 0.0 0.3
O -0.242010 1.817871 1.910557 0.2 0.0 -0.1
O -1.789099 0.593500 1.082839 -0.5 -0.1 -0.3
H -3.591014 0.932051 0.525381 -0.3 0.9 -0.2
H -5.439620 3.923170 0.378240 -0.1 0.0 0.0
H -4.600389 6.068511 1.339016 -0.1 0.0 -0.1
H -2.299761 6.224849 2.300705 -0.1 0.1 -0.2
H -0.862549 4.348188 2.364474 -0.1 -0.5 -0.1
C 4.695483 -0.896828 -3.088375 0.0 1.2 0.2
C 4.137192 0.364220 -2.869707 -0.3 -0.6 -0.3
C 2.861037 0.473935 -2.339006 0.4 -0.1 0.1
C 2.138436 -0.647175 -1.946178 -0.1 0.1 0.6
C 2.765258 -1.885296 -2.031425 -0.5 -0.1 0.1
C 4.008308 -1.983860 -2.602515 0.6 -1.2 -0.2
P 0.466215 -0.507440 -1.259180 -0.2 0.0 0.1
C -0.275902 1.047224 -1.780716 0.8 -0.5 0.7
C -1.442763 1.069652 -2.508698 -0.7 -0.9 -0.5
C -1.959199 2.285049 -2.885184 0.2 0.4 0.0
C -1.311606 3.463725 -2.534486 -0.6 -0.1 0.0
C -0.227656 3.433694 -1.688539 0.6 0.8 0.3
C 0.319592 2.220862 -1.326203 -0.4 0.1 0.0
C -0.562842 -1.815482 -1.931543 0.2 0.0 -0.2
C -1.802754 -2.056622 -1.356094 -0.3 -0.6 0.2
C -2.650276 -3.013270 -1.908935 -0.4 0.2 0.3
C -2.314354 -3.697918 -3.067766 0.5 0.2 -0.3
C -1.078767 -3.419166 -3.664714 -0.4 0.0 0.3
C -0.214786 -2.485004 -3.107965 0.6 0.0 -0.1
H 5.647455 -0.992627 -3.601150 -0.1 -0.1 0.2
H 4.629677 1.267056 -3.160850 0.4 0.3 -0.2
H 2.457640 1.448962 -2.240555 -0.4 0.7 -0.1
H 2.258461 -2.785539 -1.719296 0.0 -0.2 0.0
H 4.449724 -2.966539 -2.690371 0.0 -0.1 -0.1
H -1.942983 0.133651 -2.806067 0.3 0.6 0.1
H -2.867534 2.312899 -3.437825 -0.5 0.1 -0.5
H -1.689201 4.412004 -2.871957 -0.2 0.2 -0.1
H 0.170994 4.384946 -1.325842 0.1 -0.4 -0.2
H 1.189644 2.165412 -0.707014 0.5 0.2 0.4
H -2.140655 -1.528715 -0.467102 0.1 0.1 -0.1
H -3.599769 -3.187740 -1.418365 0.0 -0.1 -0.1
H -2.999650 -4.410433 -3.531080 0.2 0.2 0.3
H -0.793913 -3.932119 -4.562929 0.1 -0.1 -0.3
H 0.756645 -2.281814 -3.577020 -0.6 -0.1 0.1
```
Forces are in eV/Å.

Properties
* energy: -54418.2357 eV
* total charge: +3
* E_LUMO (alpha / beta): -10.558 / -9.937 eV
* HOMO-LUMO gap (alpha / beta): 6.1140 / 6.7507 eV
* highest occupied orbital energy (alpha / beta): -16.7 / -16.7 eV
* spin multiplicity: 3
* <S²>: 2.0197